# 1
{
  "formula": "C6H12ClN",
  "method": "ωB97M-V with the def2-TZVPD basis set",
  "species": ["C", "C", "Cl", "N", "C", "C", "C", "C", "H", "H", "H", "H", "H", "H", "H", "H", "H", "H", "H", "H"],
  "coordinates": [[-2.159, -1.562, -0.271], [-1.673, -0.362, -0.197], [-2.363, 1.086, 0.462], [-0.010, -0.057, -0.833], [-0.199, 0.916, -1.893], [0.975, 0.231, 0.155], [1.541, -1.079, 0.878], [0.686, 1.162, 1.328], [-3.208, -1.860, 0.068], [-1.736, -2.496, -0.568], [-0.780, 1.704, -1.418], [0.768, 1.248, -2.140], [-0.704, 0.578, -2.746], [1.929, 0.538, -0.443], [2.583, -0.883, 1.225], [0.812, -1.494, 1.668], [1.660, -1.927, 0.210], [1.656, 1.425, 1.741], [-0.033, 0.719, 1.932], [0.256, 2.115, 0.843]],
  "forces_ev_per_angstrom": [[-3.055, -1.592, 1.015], [5.017, 1.619, -1.095], [-0.428, -0.649, -0.286], [-4.516, -2.364, 0.467], [-0.296, 0.637, 2.751], [2.967, -1.740, 0.774], [-0.928, -0.350, -0.016], [0.566, 2.910, -3.730], [1.215, 1.242, -0.216], [1.255, 0.211, -0.616], [0.050, 0.890, -0.701], [1.167, 0.738, -0.579], [-0.723, -0.958, -1.055], [-1.771, 0.084, 0.818], [-1.013, 0.005, 0.408], [1.306, 0.988, -0.749], [-0.107, 0.056, -0.567], [-0.276, -0.107, 0.667], [-0.938, -0.550, 1.535], [0.508, -1.069, 1.174]],
  "max_force_ha_per_bohr": 0.1047,
  "de_lowest_kcal_mol": 84.6,
  "homo_lumo_gap_ev": 9.408,
  "smiles": "C=C(Cl)N(C)C(C)C",
  "total_charge": 0,
  "e_homo_ha": -0.3121,
  "total_energy_ev": -20425.9025
}

=====

# 2
{
  "formula": "C6H12ClO16S3",
  "method": "ωB97M-V with the def2-TZVPD basis set",
  "species": ["Cl", "O", "O", "O", "O", "C", "C", "O", "S", "O", "O", "O", "H", "H", "H", "H", "C", "C", "O", "S", "O", "O", "O", "H", "H", "H", "H", "C", "C", "O", "S", "O", "O", "O", "H", "H", "H", "H"],
  "coordinates": [[-2.793, 5.760, -19.511], [-1.407, 6.215, -19.549], [-3.006, 4.840, -20.598], [-3.004, 5.139, -18.229], [-3.631, 6.927, -19.671], [-4.552, 4.139, -23.920], [-5.076, 5.608, -23.951], [-6.510, 5.486, -23.916], [-6.898, 4.083, -24.544], [-6.608, 4.021, -25.933], [-8.134, 3.664, -24.039], [-5.724, 3.359, -23.737], [-3.949, 3.958, -23.031], [-3.928, 3.903, -24.782], [-4.850, 6.099, -24.896], [-4.706, 6.165, -23.097], [0.052, 6.704, -22.876], [0.480, 5.492, -22.004], [1.601, 4.898, -22.673], [1.567, 5.333, -24.192], [0.505, 4.640, -24.832], [2.847, 5.347, -24.753], [1.092, 6.811, -23.893], [0.114, 7.651, -22.355], [-0.890, 6.527, -23.388], [-0.396, 4.866, -21.838], [0.817, 5.810, -21.022], [-2.859, 8.713, -17.231], [-1.559, 8.033, -16.765], [-1.180, 8.779, -15.591], [-1.475, 10.296, -15.898], [-0.618, 10.767, -16.932], [-1.539, 11.007, -14.696], [-2.905, 10.011, -16.512], [-3.712, 8.093, -16.977], [-2.877, 9.098, -18.242], [-0.811, 8.151, -17.550], [-1.567, 6.979, -16.516]],
  "forces_ev_per_angstrom": [[1.267, 0.866, 0.158], [0.029, -0.086, -0.184], [-0.281, -0.266, -0.089], [-0.487, -0.104, -0.168], [-0.396, -0.268, 0.088], [0.719, 0.701, 1.011], [0.284, -0.375, -0.634], [-0.520, 0.529, -0.183], [1.540, -0.040, 0.907], [-0.002, 0.306, -0.343], [-0.990, -0.198, 0.324], [-0.336, -0.973, -0.896], [-0.043, 0.117, 0.029], [-0.544, -0.286, -0.273], [0.341, 0.070, 0.129], [-0.398, 0.149, 0.089], [0.777, 0.039, -0.223], [-0.643, 0.986, 0.650], [0.134, -0.531, -0.035], [-1.470, 0.243, 0.530], [-0.267, -0.281, -0.295], [1.358, 0.014, -0.267], [-0.009, -0.019, -0.142], [-0.423, -0.062, 0.138], [-0.127, 0.162, 0.179], [0.364, -0.565, -0.294], [0.144, -0.011, -0.061], [-0.030, 0.718, 0.157], [0.630, 0.376, -0.932], [0.606, -0.266, 0.246], [-0.102, -0.847, -1.394], [0.158, 0.001, -0.207], [-0.436, 0.663, 1.360], [-0.202, -0.249, 0.698], [-0.324, 0.445, -0.004], [0.116, -1.059, -0.418], [0.163, 0.067, 0.191], [-0.600, 0.033, 0.159]],
  "max_force_ha_per_bohr": 0.0348,
  "homo_lumo_gap_ev": 9.860,
  "total_charge": -1,
  "e_homo_ha": -0.2719,
  "total_energy_ev": -84197.6338
}

=====

# 3
{
  "formula": "C6H12CuO3",
  "method": "ωB97M-V with the def2-TZVPD basis set",
  "species": ["O", "C", "C", "C", "C", "O", "H", "H", "H", "H", "H", "H", "H", "C", "C", "O", "Cu", "H", "H", "H", "H", "H"],
  "coordinates": [[3.041, 0.221, -1.554], [2.074, 1.078, -2.025], [0.672, 0.523, -1.694], [-0.532, 1.413, -1.766], [-1.135, 1.909, -0.634], [-2.300, 2.424, -0.499], [2.090, 1.183, -3.141], [2.114, 2.094, -1.557], [0.764, 0.285, -0.615], [0.540, -0.349, -2.369], [-0.955, 1.655, -2.749], [-0.533, 1.773, 0.302], [-0.290, -1.129, 0.239], [-1.654, -1.168, 2.617], [-0.220, -1.407, 2.182], [-0.147, -1.906, 0.859], [1.899, -2.675, -0.872], [-1.680, -0.796, 3.651], [-2.136, -0.422, 1.968], [-2.235, -2.101, 2.568], [0.269, -2.138, 2.845], [0.353, -0.466, 2.245]],
  "forces_ev_per_angstrom": [[0.042, -0.026, -0.214], [0.251, -0.913, 0.440], [-0.304, 0.738, 0.228], [-0.031, 0.328, -0.172], [-0.695, -0.460, -0.489], [0.224, 0.508, 0.161], [0.143, 0.364, 0.030], [0.054, -0.108, -0.282], [0.180, -0.602, -0.412], [0.090, -0.147, 0.709], [-0.155, -0.179, 0.298], [-0.003, -0.186, 0.050], [0.261, -1.114, 0.770], [-0.280, 0.073, 0.053], [0.279, 0.327, -0.033], [-0.283, 1.014, -0.857], [0.189, 0.542, -0.111], [-0.027, -0.038, -0.156], [0.151, -0.185, 0.168], [0.148, 0.198, -0.011], [-0.105, 0.097, -0.272], [-0.128, -0.231, 0.100]],
  "max_force_ha_per_bohr": 0.0268,
  "homo_lumo_gap_ev": [4.747, 4.615],
  "multiplicity": 2,
  "total_charge": -2,
  "e_homo_ha": [0.0351, 0.0345],
  "total_energy_ev": -57193.3019
}

=====

# 4
{
  "formula": "C6H12F4OSi2",
  "method": "ωB97M-V with the def2-TZVPD basis set",
  "species": ["C", "C", "C", "C", "C", "C", "O", "F", "F", "F", "F", "Si", "Si", "H", "H", "H", "H", "H", "H", "H", "H", "H", "H", "H", "H"],
  "coordinates": [[-2.071, -0.220, -2.307], [-0.749, -0.176, -2.503], [2.671, -1.955, -0.936], [-1.772, -0.338, 1.323], [1.170, 0.152, 2.121], [-0.543, 2.478, 1.063], [0.294, 0.244, -0.620], [-2.707, -1.294, -1.839], [-2.838, 0.868, -2.233], [-0.136, 0.845, -3.078], [-0.035, -1.289, -2.656], [2.866, -0.114, -1.332], [-0.182, 0.616, 0.838], [1.965, -2.414, -1.628], [3.613, -2.502, -0.986], [2.250, -2.065, 0.064], [-1.902, -0.370, 2.400], [-2.650, 0.138, 0.898], [-1.742, -1.359, 0.957], [2.033, 0.805, 2.026], [0.801, 0.236, 3.137], [1.513, -0.870, 1.985], [-1.221, 2.827, 0.290], [-0.998, 2.691, 2.025], [0.368, 3.065, 0.990]],
  "forces_ev_per_angstrom": [[0.467, 0.128, 0.269], [-1.281, -0.421, -1.344], [0.216, 0.786, -0.116], [0.623, 0.395, -0.323], [-0.472, 0.131, -0.513], [0.189, -0.696, -0.134], [3.165, -0.533, -1.524], [0.271, 0.155, -0.168], [0.286, -0.172, -0.106], [-0.148, 0.102, 0.331], [-0.093, 0.059, 0.299], [-2.519, -0.584, 0.920], [-0.561, 0.428, 2.134], [-0.145, 0.047, -0.113], [0.142, 0.045, -0.047], [-0.091, 0.059, 0.104], [0.004, 0.047, 0.247], [-0.196, 0.091, -0.113], [0.037, -0.229, -0.075], [0.220, 0.213, -0.015], [-0.062, 0.061, 0.278], [0.008, -0.266, -0.020], [-0.165, 0.049, -0.175], [-0.101, -0.003, 0.237], [0.206, 0.110, -0.031]],
  "max_force_ha_per_bohr": 0.0691,
  "de_lowest_kcal_mol": 6.7,
  "homo_lumo_gap_ev": 6.098,
  "total_charge": 0,
  "e_homo_ha": -0.3023,
  "total_energy_ev": -35086.5194
}

=====

# 5
{
  "formula": "C6H12FeO9",
  "method": "ωB97M-V with the def2-TZVPD basis set",
  "species": ["Fe", "C", "C", "C", "O", "C", "C", "C", "O", "O", "O", "H", "H", "O", "H", "H", "O", "H", "H", "O", "H", "H", "O", "H", "H", "O", "H", "H"],
  "coordinates": [[1.595, -0.668, 0.081], [-2.380, 0.088, 0.744], [-3.791, 0.397, 0.678], [-4.150, 1.667, -0.252], [-5.313, 1.758, -0.613], [-3.079, 2.544, -0.687], [-1.761, 2.202, -0.427], [-1.408, 0.897, 0.276], [-0.190, 0.436, 0.202], [-0.870, 3.038, -0.798], [-4.693, -0.235, 1.193], [-2.190, -0.875, 1.212], [-3.401, 3.515, -1.028], [3.564, -1.620, -0.142], [3.862, -2.379, 0.374], [4.179, -1.571, -0.883], [2.296, 0.870, -1.120], [2.902, 0.747, -1.859], [2.169, 1.829, -1.056], [1.028, -1.775, -1.621], [0.468, -2.548, -1.753], [1.255, -1.478, -2.510], [2.439, 0.266, 1.780], [3.397, 0.355, 1.841], [2.107, 0.545, 2.641], [0.685, -2.348, 1.017], [1.159, -3.182, 0.917], [0.122, -2.474, 1.793]],
  "forces_ev_per_angstrom": [[-3.091, 1.754, 0.276], [-1.035, -0.465, 0.926], [-0.287, 1.611, -0.981], [0.558, -0.388, -0.365], [-0.373, 0.186, 0.271], [-1.532, -2.022, 1.690], [0.611, 2.839, -0.826], [-0.091, -1.107, -1.216], [2.499, -0.367, 0.187], [0.829, -1.517, 0.658], [0.393, -0.222, 0.064], [0.454, -0.020, -0.023], [0.415, 0.028, -0.428], [0.426, -0.294, 0.177], [-0.037, 0.057, 0.067], [-0.110, 0.092, -0.062], [0.970, 0.378, -0.651], [-0.072, 0.110, -0.045], [-0.714, -0.092, 0.281], [0.295, -0.467, -0.817], [-0.234, 0.156, 0.278], [-0.184, 0.182, 0.040], [0.754, -0.033, 0.529], [-0.031, 0.079, -0.083], [-0.434, 0.008, -0.208], [0.348, -0.854, 0.332], [-0.164, -0.076, 0.008], [-0.163, 0.442, -0.081]],
  "max_force_ha_per_bohr": 0.0693,
  "de_lowest_kcal_mol": 35.1,
  "homo_lumo_gap_ev": [2.987, 2.988],
  "multiplicity": 5,
  "total_charge": 0,
  "e_homo_ha": [-0.1865, -0.1864],
  "total_energy_ev": -59228.3397
}